69
Properties=species:S:1:pos:R:3:forces:R:3:mulliken_charge:R:1 method="wB97M-V/def2-TZVPD" orbital_gap_ev="4.87 / 5.67" s2=0.846 largest_force_ev_per_a=3.138 spin_multiplicity=2 total_charge=+2
Ir -0.0190 0.2942 -0.0748 1.74 -0.10 -0.65 3.793
N 1.9527 0.1785 1.3775 -0.59 0.30 -0.38 -0.570
C 1.8379 -0.7873 2.4672 -0.16 -0.45 0.05 -0.675
C 1.2401 -2.0895 1.9295 0.41 0.31 0.29 -0.770
N -0.0127 -1.8414 1.2127 -0.07 0.24 -0.71 -0.369
C -1.2372 -1.9435 2.0061 -0.43 0.22 0.25 -0.634
C -1.5430 -0.6285 2.7184 0.18 -0.71 0.09 -0.748
N -1.5824 0.4342 1.7222 0.67 0.32 -1.28 -0.491
H 2.1412 1.0936 1.7677 -0.05 0.22 -0.18 0.092
H 2.7451 -0.0624 0.7849 -0.16 0.11 -0.17 0.339
H 2.8146 -0.9982 2.9190 -0.14 0.05 -0.08 0.502
H 1.2056 -0.3559 3.2412 0.08 0.00 0.00 0.232
H 1.9540 -2.5433 1.2371 -0.11 -0.01 0.04 0.389
H 1.0884 -2.7799 2.7659 -0.02 -0.03 -0.15 0.424
H -0.0826 -2.4783 0.4239 -0.04 0.09 0.01 0.330
H -2.0543 -2.1632 1.3113 0.12 -0.02 0.11 0.126
H -1.1684 -2.7511 2.7422 -0.01 -0.01 -0.11 0.480
H -2.4905 -0.7218 3.2605 0.11 0.10 -0.08 0.503
H -0.7674 -0.3909 3.4428 -0.09 0.01 0.04 0.243
H -2.4639 0.4150 1.2196 -0.05 0.11 -0.06 0.188
H -1.4541 1.3561 2.1342 0.09 0.08 -0.26 0.140
C -2.0452 2.3661 -1.7108 -0.04 0.01 0.32 -0.728
C -0.9449 2.0381 -2.6550 -0.07 0.16 0.02 1.240
C -0.8856 2.6972 -3.9001 0.25 -0.27 -0.26 -1.269
C 0.0511 2.3294 -4.8244 -0.15 -0.06 0.33 -1.128
C 0.9376 1.2752 -4.5250 0.03 -0.09 0.29 1.041
C 1.8592 0.7776 -5.4688 0.34 -0.39 0.12 -0.832
C 2.6999 -0.2712 -5.1574 -0.47 0.70 -0.47 -0.899
C 2.6488 -0.8368 -3.8902 -0.64 0.19 1.12 -0.612
C 1.7563 -0.3657 -2.9226 -0.06 0.68 -1.67 1.389
S 1.7263 -1.1474 -1.4060 -1.84 1.02 2.33 -0.459
C 0.8611 0.7041 -3.2256 1.42 -1.01 -0.78 -1.046
N -0.0535 1.1155 -2.3246 -0.76 -0.05 2.19 0.586
H -2.5832 3.2537 -2.0287 -0.05 0.02 -0.03 0.708
H -1.6391 2.5263 -0.7115 -0.14 0.06 -0.09 -0.476
H -2.7386 1.5246 -1.6515 -0.04 0.00 -0.06 -0.295
H -1.5855 3.4885 -4.1108 -0.13 0.05 0.04 0.662
H 0.1129 2.8155 -5.7851 -0.01 0.10 -0.13 0.507
H 1.8792 1.2283 -6.4490 0.03 0.04 -0.10 0.471
H 3.3877 -0.6608 -5.8933 0.04 0.02 -0.01 0.428
H 3.2966 -1.6621 -3.6352 0.11 -0.09 -0.01 0.511
C -3.0279 -3.4308 -2.2132 0.04 0.32 0.07 -1.101
As -3.1048 -1.5084 -1.9327 -0.83 -0.29 -0.45 0.362
C -4.6874 -1.1131 -0.8547 0.40 -0.09 -0.21 -1.158
C -3.3211 -0.6566 -3.6750 0.11 -0.13 0.35 -1.030
O -1.7396 -1.0253 -1.1278 1.12 0.54 0.95 -1.089
H -3.9249 -3.7503 -2.7377 -0.08 -0.01 -0.04 0.445
H -2.9694 -3.9514 -1.2553 -0.02 0.16 -0.04 0.369
H -2.1508 -3.6814 -2.8122 -0.05 0.14 0.04 0.382
H -5.5726 -1.4680 -1.3756 -0.08 -0.02 -0.05 0.445
H -4.7790 -0.0387 -0.6866 0.08 -0.06 -0.10 0.399
H -4.6114 -1.6274 0.1055 0.06 -0.01 -0.12 0.358
H -4.0688 -1.2123 -4.2356 -0.07 -0.06 -0.02 0.494
H -2.3774 -0.6790 -4.2207 0.02 -0.07 0.13 0.300
H -3.6549 0.3750 -3.5713 0.02 -0.04 0.12 0.345
C -0.6648 4.6935 1.2123 -0.08 -0.49 -0.24 -1.878
C 0.3921 3.6658 0.7685 1.61 0.97 -0.09 0.519
O -0.1371 2.4285 0.6415 -1.46 -2.72 -0.31 -0.373
C 1.0393 4.1487 -0.5561 0.00 -0.30 -0.23 0.675
F 0.0974 4.4631 -1.4575 -0.34 0.08 -0.06 -0.255
F 1.7712 3.1710 -1.1193 0.13 -0.14 0.05 -0.251
F 1.8152 5.2081 -0.4075 0.17 0.24 0.20 -0.268
C 1.4977 3.6493 1.8652 -0.20 0.04 -0.20 0.477
F 1.8330 4.8483 2.2971 0.08 0.23 0.13 -0.260
F 2.6178 3.0367 1.4427 0.32 -0.16 -0.16 -0.283
F 1.0619 2.9302 2.9140 -0.17 -0.15 0.29 -0.271
H -1.4612 4.7300 0.4755 -0.07 0.00 -0.03 0.409
H -0.2159 5.6778 1.3024 0.03 0.07 0.02 0.460
H -1.0754 4.3890 2.1706 -0.02 0.03 0.10 0.454